1.
This record from the Open Molecules 2025 dataset describes C6H11NS in the gas phase. The level of theory is the ωB97M-V functional and the def2-TZVPD basis.

## Properties
SMILES ... CCCCCN=C=S
Frontier orbital gap ... 9.28 eV
Relative energy (zero: lowest compared OMol25 entry of this formula, charge and spin) ... 447.6 kJ/mol
E_HOMO ... -9.05 eV

Geometry (Å):
C 1.031 1.715 0.146
C 1.602 0.454 -0.580
C 1.330 -0.629 0.375
C -0.214 -1.064 0.586
C -1.116 -0.805 -0.678
N -2.326 -1.447 -0.199
C -3.131 -0.631 -0.135
S -4.392 0.780 0.097
H 1.297 1.961 1.318
H 1.381 2.526 -0.481
H -0.018 2.055 0.164
H 2.685 0.483 -0.782
H 1.060 0.309 -1.524
H 1.748 -0.689 1.432
H 1.990 -1.433 -0.037
H -0.796 -0.559 1.576
H -0.202 -2.148 1.165
H -1.312 0.289 -0.790
H -0.618 -1.167 -1.652

Force components x, y, z for each atom (eV/Å):
0.940 2.715 1.160
-1.352 1.881 2.115
-0.286 -4.254 1.462
0.886 -0.113 3.020
3.466 -0.178 0.764
1.483 -3.044 -1.700
-8.464 6.877 1.700
3.764 -4.228 -0.740
0.091 -1.102 -3.067
0.639 0.841 0.388
-0.245 -1.536 -0.381
-0.518 0.538 0.083
0.263 -0.034 0.204
-0.229 1.443 -1.174
-1.287 -0.644 0.133
1.817 -0.354 -2.880
-0.218 2.080 -2.583
0.573 -0.784 -0.019
-1.323 -0.103 1.518

2.
This record from the Open Molecules 2025 dataset describes C6H11NS in the gas phase. The level of theory is the ωB97M-V functional and the def2-TZVPD basis.

## Properties
SMILES ... N[C@@H]1[C@H]2CC[C@@H](S)[C@H]12
Frontier orbital gap ... 9.69 eV
Relative energy (zero: lowest compared OMol25 entry of this formula, charge and spin) ... 428.1 kJ/mol
E_HOMO ... -8.80 eV

Geometry (Å):
N -2.190 -1.614 -0.345
C -1.490 -0.700 0.543
C -0.921 0.539 -0.012
C 0.042 1.675 0.253
C 1.301 1.145 -0.382
C 1.163 -0.465 -0.364
S 2.815 -1.053 0.125
C -0.049 -0.514 0.605
H -1.813 -1.520 -1.212
H -3.101 -1.196 -0.591
H -1.957 -0.689 1.543
H -0.648 0.429 -1.092
H -0.264 2.693 -0.231
H 0.023 1.852 1.276
H 1.628 1.402 -1.435
H 2.049 1.397 0.454
H 0.917 -0.733 -1.332
H 2.213 -2.377 0.491
H 0.284 -0.272 1.708

Force components x, y, z for each atom (eV/Å):
-1.879 0.626 2.347
-2.122 -1.245 0.722
1.549 1.418 -1.848
-2.940 3.415 -2.655
2.594 -0.898 1.337
0.124 2.249 2.619
-2.068 -3.117 0.835
2.692 -1.459 1.699
2.170 -0.183 -3.145
0.049 -0.292 0.926
0.222 0.032 -0.575
-1.608 -0.541 0.350
0.383 -1.584 0.670
0.856 0.468 1.902
-0.542 0.553 1.470
-0.103 -0.207 -1.930
-0.442 -1.098 -1.800
1.601 2.226 -0.664
-0.537 -0.363 -2.259

3.
This record from the Open Molecules 2025 dataset describes C6H11NS in the gas phase. The level of theory is the ωB97M-V functional and the def2-TZVPD basis.

## Properties
SMILES ... C[C@@H]1[C@H]2S[C@@H]2C[C@@H]1N
Frontier orbital gap ... 9.44 eV
Relative energy (zero: lowest compared OMol25 entry of this formula, charge and spin) ... 546.3 kJ/mol
E_HOMO ... -8.73 eV

Geometry (Å):
C 1.541 -1.654 -0.108
C 0.676 -0.726 0.638
C -0.636 -0.588 -0.176
S -2.495 -0.251 -0.087
C -1.088 0.750 0.137
C 0.054 1.605 -0.257
C 1.275 0.719 0.458
N 2.580 0.433 -0.256
H 1.474 -1.620 -1.214
H 0.924 -2.539 0.038
H 2.713 -1.791 -0.002
H 0.489 -0.801 1.703
H -0.635 -0.793 -1.268
H -1.029 0.565 1.193
H 0.232 1.901 -1.288
H 0.269 2.659 0.116
H 1.465 1.352 1.483
H 2.281 -0.088 -1.227
H 2.740 1.512 -0.508

Force components x, y, z for each atom (eV/Å):
1.538 -4.008 -0.750
-0.655 2.309 -0.475
-0.969 -1.024 -1.563
-0.759 -0.908 -0.473
0.905 0.448 1.414
2.823 2.573 0.212
-0.352 0.779 0.592
-1.721 4.595 -2.758
-0.432 0.630 0.495
0.934 -1.225 0.147
-2.818 0.153 0.849
0.172 -1.154 0.069
0.981 0.063 0.788
0.185 1.688 1.080
-0.204 -1.253 -0.747
-1.270 -1.082 0.577
-0.054 -1.958 -2.366
1.111 2.368 2.940
0.585 -2.993 -0.029

4.
This record from the Open Molecules 2025 dataset describes 2 unconnected molecules or ions with the total composition C6H11NSSi. The level of theory is the ωB97M-V functional and the def2-TZVPD basis.

## Properties
SMILES ... C[Si](C)(C)S.C#CC#N
Frontier orbital gap ... 9.10 eV
Relative energy (zero: lowest compared OMol25 entry of this formula, charge and spin) ... 74.2 kJ/mol
E_HOMO ... -9.10 eV

Geometry (Å):
C 0.107 -1.467 -1.687
Si -0.179 -0.312 -0.144
C 0.859 1.295 -0.386
C -2.072 -0.227 0.248
S 0.982 -1.230 1.553
H 1.178 -1.521 -1.809
H -0.314 -2.607 -1.645
H -0.362 -1.055 -2.627
H 0.749 1.941 0.402
H 1.928 0.999 -0.536
H 0.428 1.755 -1.273
H -2.360 0.781 0.613
H -2.481 -0.528 -0.811
H -2.091 -1.086 0.949
H 1.106 -0.013 2.140
C 0.085 2.326 3.509
C 0.966 1.547 3.730
C 2.023 0.755 4.163
N 2.656 -0.099 4.624
H -0.875 2.621 3.229

Force components x, y, z for each atom (eV/Å):
-1.888 -1.561 0.079
0.957 -0.619 0.048
-0.257 -2.698 -2.168
1.563 -0.535 -2.066
-0.694 0.519 -0.586
0.389 -0.130 -0.255
0.998 2.793 0.303
0.547 -0.166 0.959
-0.123 1.591 2.051
-0.963 0.357 0.046
0.347 0.320 -0.265
-0.239 -0.994 -0.121
0.159 0.747 2.245
-0.802 0.739 -0.203
-0.079 -0.620 -0.437
-0.009 -0.938 -0.189
1.181 0.383 0.570
-0.264 -1.081 0.700
-0.061 0.988 -0.512
-0.762 0.907 -0.197

5.
This record from the Open Molecules 2025 dataset describes a molecular structure, C6H11O. The level of theory is the ωB97M-V functional and the def2-TZVPD basis.

## Properties
Frontier orbital gap ... 4.60 eV
Relative energy (zero: lowest compared OMol25 entry of this formula, charge and spin) ... 506.5 kJ/mol
Total charge ... -1
E_HOMO ... -1.85 eV

Geometry (Å):
C -1.719 2.740 0.599
O -2.456 3.287 -0.392
C -0.738 1.653 0.046
C 1.570 -1.045 -0.912
C 1.051 -1.851 0.024
C 0.062 -2.327 0.780
C 2.372 -2.660 -0.292
H -1.029 3.387 1.229
H -2.422 2.272 1.319
H 0.107 1.458 0.731
H -1.218 0.691 -0.171
H 1.540 -1.113 -1.989
H -0.279 1.972 -0.893
H 0.286 -3.309 1.186
H -0.869 -1.836 0.985
H 3.373 -2.319 -0.515
H 2.410 -3.224 0.645
H 2.130 -3.478 -0.984

Force components x, y, z for each atom (eV/Å):
-0.228 -0.426 -1.063
0.435 0.505 0.223
0.380 -0.359 0.397
0.569 1.373 1.310
-1.180 0.882 -2.063
1.018 -0.784 0.422
0.121 -2.936 -0.025
-0.386 0.331 -0.294
0.342 -0.421 0.591
-0.159 -0.101 0.094
-0.212 0.070 0.054
-0.356 -0.507 -0.026
-0.184 0.352 -0.033
-0.369 0.170 0.475
-0.078 0.222 -0.211
-0.078 0.668 0.149
0.401 0.540 0.221
-0.036 0.420 -0.219

6.
This record from the Open Molecules 2025 dataset describes a gas-phase ion, C6H11O (charge -1). The level of theory is the ωB97M-V functional and the def2-TZVPD basis.

## Properties
SMILES ... C=CCCCC[O-]
Frontier orbital gap ... 5.88 eV
Relative energy (zero: lowest compared OMol25 entry of this formula, charge and spin) ... 122.6 kJ/mol
Total charge ... -1
E_HOMO ... -2.22 eV

Geometry (Å):
C 1.623 2.335 -0.940
C 0.755 1.274 -1.006
C 1.023 0.261 0.037
C 0.288 -1.163 -0.243
C -1.195 -1.326 -0.015
C -1.664 -0.696 1.378
O -2.911 -1.034 1.816
H 2.350 2.371 -0.179
H 1.492 3.153 -1.666
H -0.075 1.207 -1.706
H 2.049 0.078 0.279
H 0.450 0.509 0.895
H 0.711 -1.309 -1.318
H 0.852 -1.936 0.388
H -1.698 -0.842 -0.910
H -1.608 -2.327 -0.027
H -1.575 0.407 1.117
H -0.867 -0.961 2.101

Force components x, y, z for each atom (eV/Å):
-3.110 -0.895 -2.472
2.772 2.137 0.898
-3.340 -2.892 -0.071
3.735 -0.814 -1.102
-0.950 1.570 -0.644
-1.553 0.223 -1.017
1.135 0.071 -0.593
0.902 0.143 0.630
0.367 -0.186 0.571
0.200 -0.051 0.128
0.564 0.152 -0.078
0.038 0.938 1.291
-1.260 -0.613 1.276
-0.608 0.980 -0.697
0.020 -0.098 1.121
0.548 -0.626 -0.007
0.132 -0.149 0.648
0.407 0.111 0.118

7.
This record from the Open Molecules 2025 dataset describes a molecular structure, C6H11O18P2S2Zr. The level of theory is the ωB97M-V functional and the def2-TZVPD basis.

## Properties
Frontier orbital gap ... 2.16 eV
Total charge ... -3
E_HOMO ... 2.99 eV

Geometry (Å):
Zr -1.903 1.520 -2.879
P -1.286 3.992 -3.026
O -0.607 5.321 -2.934
O -2.243 3.398 -1.939
O -0.255 2.847 -2.606
O -1.475 3.116 -4.271
P -3.544 0.216 -4.262
O -2.018 0.353 -4.603
O -3.003 -0.165 -2.776
O -4.521 -0.863 -4.695
O -3.767 1.663 -3.750
C -0.495 -1.150 -0.046
C -0.751 0.081 -0.888
O -1.588 0.979 -0.647
O -0.277 0.098 -2.062
H -1.481 -1.460 0.306
H 0.251 -1.006 0.736
H -0.158 -1.928 -0.730
C 4.231 -2.326 -1.434
C 3.324 -1.177 -0.993
O 2.822 -1.626 0.255
S 4.099 -2.220 1.056
O 3.800 -3.306 1.943
O 4.895 -1.151 1.589
O 4.874 -2.826 -0.258
H 4.946 -2.072 -2.212
H 3.540 -3.109 -1.759
H 2.573 -0.970 -1.756
H 3.889 -0.251 -0.861
C -0.968 1.453 4.070
C -2.067 0.731 3.309
O -2.175 -0.533 4.025
S -0.795 -0.869 4.870
O -0.222 -2.063 4.334
O -1.026 -0.662 6.259
O 0.017 0.430 4.255
H -1.256 1.652 5.109
H -0.596 2.337 3.562
H -1.759 0.305 2.352
H -3.024 1.241 3.359

Force components x, y, z for each atom (eV/Å):
2.970 1.193 1.582
4.777 -3.283 2.228
-1.618 1.190 -0.634
-3.871 2.774 0.172
4.295 -0.910 2.295
-3.571 2.375 -4.206
1.817 -2.625 4.776
0.459 -0.474 -5.303
-2.037 -3.134 2.646
0.500 1.943 -1.321
-3.912 1.789 -2.738
-0.265 0.125 -0.141
-0.564 0.649 -2.776
-0.370 -0.403 2.580
1.488 -1.372 0.358
0.172 -0.008 0.484
-0.231 0.013 0.223
0.166 0.039 0.051
-1.279 -0.272 -0.214
1.290 0.747 -1.281
0.542 -0.961 1.270
0.827 -0.062 0.081
-0.474 0.713 -1.005
-0.513 -0.339 -0.484
-0.386 0.589 1.009
0.126 0.057 0.171
0.337 -0.119 -0.334
-0.631 -0.190 0.565
-0.056 -0.033 0.212
-0.563 -0.347 0.352
0.650 -0.926 0.231
0.810 -0.934 2.184
-0.772 1.559 -3.223
-0.176 0.635 0.917
0.090 -0.310 0.208
0.297 -1.500 0.408
-0.566 0.727 -0.343
0.411 -0.242 -0.069
-0.150 1.453 -0.610
-0.019 -0.125 -0.322

8.
This record from the Open Molecules 2025 dataset describes a gas-phase ion, C6H11O2 (charge -1). The level of theory is the ωB97M-V functional and the def2-TZVPD basis.

## Properties
SMILES ... CC[C@H](C)CC(=O)[O-]
Frontier orbital gap ... 7.48 eV
Relative energy (zero: lowest compared OMol25 entry of this formula, charge and spin) ... 23.5 kJ/mol
Total charge ... -1
E_HOMO ... -3.87 eV

Geometry (Å):
C 2.384 -0.542 0.435
C 1.318 0.076 -0.464
C -0.112 -0.077 0.138
C -0.766 -1.419 -0.155
C -0.984 1.091 -0.365
C -2.355 1.425 0.345
O -2.250 2.211 1.309
O -3.383 0.915 -0.159
H 2.418 -1.628 0.559
H 2.214 -0.226 1.470
H 3.368 -0.182 0.123
H 1.520 1.129 -0.591
H 1.190 -0.434 -1.423
H -0.085 0.082 1.226
H -0.772 -1.636 -1.228
H -0.244 -2.270 0.278
H -1.773 -1.369 0.258
H -0.438 2.034 -0.355
H -1.250 0.821 -1.401

Force components x, y, z for each atom (eV/Å):
0.271 0.192 0.371
-1.431 -1.373 0.873
0.014 1.362 0.549
0.148 0.075 0.066
-0.826 -0.425 -0.925
0.461 -0.352 -0.187
-0.096 -0.012 0.234
0.136 -0.043 0.153
-0.194 -0.056 -0.683
0.102 0.407 -0.124
0.142 -0.240 0.144
0.157 0.233 -0.218
0.718 0.253 -0.291
0.313 -0.278 -0.010
-0.350 0.284 -0.031
0.192 -0.032 0.385
-0.144 -0.259 -0.308
0.263 -0.105 0.002
0.125 0.371 0.002

9.
This record from the Open Molecules 2025 dataset describes C6H11OP in the gas phase. The level of theory is the ωB97M-V functional and the def2-TZVPD basis.

## Properties
SMILES ... [H]/P=C1\[C@H](O)CC[C@@H]1C
Frontier orbital gap ... 9.06 eV
Relative energy (zero: lowest compared OMol25 entry of this formula, charge and spin) ... 243.3 kJ/mol
E_HOMO ... -8.78 eV

Geometry (Å):
H 3.157 0.945 -0.170
P 2.619 -0.404 0.125
C 1.028 0.067 -0.167
C 0.354 1.391 -0.306
O 1.083 2.515 0.126
C -1.108 1.116 0.347
C -1.461 -0.324 -0.012
C -0.040 -0.956 -0.431
C 0.092 -2.281 0.293
H 0.196 1.513 -1.416
H 0.460 3.318 0.000
H -1.744 1.870 0.082
H -0.953 1.222 1.481
H -2.035 -0.746 0.804
H -2.289 -0.290 -0.799
H -0.045 -0.988 -1.542
H 0.569 -2.176 1.321
H 0.935 -2.908 -0.098
H -0.818 -2.886 0.361

Force components x, y, z for each atom (eV/Å):
-0.247 -0.948 0.655
-0.186 1.613 -0.659
0.380 -0.353 0.402
-1.408 -0.136 -1.049
-1.760 1.680 0.125
3.932 -0.742 2.272
-0.594 1.406 -1.444
-2.314 -0.038 0.498
2.600 -1.243 0.755
-0.165 -0.157 0.627
1.676 -1.958 0.338
-1.951 1.787 -0.933
-0.129 -0.176 -1.457
0.681 -0.678 0.431
1.560 -0.320 0.302
-0.104 -0.711 0.542
-1.277 0.472 -0.796
-0.915 0.216 -0.450
0.221 0.287 -0.160

10.
This record from the Open Molecules 2025 dataset describes 2 unconnected molecules or ions with the total composition C6H11P. The level of theory is the ωB97M-V functional and the def2-TZVPD basis.

## Properties
Frontier orbital gap (alpha / beta) ... 7.26 / 7.29 eV
Relative energy (zero: lowest compared OMol25 entry of this formula, charge and spin) ... 321.4 kJ/mol
E_HOMO (alpha / beta) ... -7.48 / -7.48 eV

Geometry (Å):
C 2.164 1.187 -0.202
C -0.209 -0.761 0.428
C 0.588 -1.390 -0.493
C -1.477 1.363 0.187
C -1.593 -0.177 0.181
C 1.748 -2.037 -0.225
P 3.446 0.098 -0.411
H 2.368 2.276 -0.266
H 1.252 0.827 0.233
H 0.173 -0.951 1.509
H 0.369 -1.277 -1.606
H -0.605 1.644 0.917
H -1.065 1.766 -0.737
H -2.377 1.783 0.503
H -2.019 -0.401 1.116
H -2.092 -0.626 -0.784
H 2.108 -2.213 0.744
H 2.150 -2.626 -1.110

Force components x, y, z for each atom (eV/Å):
3.116 -0.354 0.007
0.882 -1.675 0.367
-2.720 1.827 -1.473
3.315 -0.602 0.580
1.810 0.145 -1.569
3.120 -0.297 -2.405
-2.360 0.245 -0.101
-0.396 -0.741 0.067
-0.920 -0.050 -0.152
-1.028 0.734 -1.634
-0.159 -0.204 1.513
-1.905 -0.412 -0.811
-0.547 -0.009 -0.288
-1.367 1.107 0.255
-1.765 -0.669 0.723
0.780 0.845 2.142
0.245 -0.571 1.159
-0.101 0.680 1.620

11.
This record from the Open Molecules 2025 dataset describes 2 unconnected molecules or ions with the total composition C6H11P. The level of theory is the ωB97M-V functional and the def2-TZVPD basis.

## Properties
Frontier orbital gap ... 6.81 eV
Relative energy (zero: lowest compared OMol25 entry of this formula, charge and spin) ... 621.1 kJ/mol
E_HOMO ... -7.60 eV

Geometry (Å):
C 1.435 -0.825 0.035
C 0.025 0.957 -0.066
C 0.423 2.210 -0.302
C 2.792 -0.161 -0.101
C -1.844 -0.493 -1.615
C -1.999 -0.711 1.281
P -1.747 0.607 -0.061
H 1.461 2.553 -0.506
H -0.243 3.115 -0.277
H 2.704 0.823 -0.666
H 3.112 0.098 0.866
H 3.468 -0.767 -0.677
H -2.747 -1.102 -1.604
H -1.763 0.101 -2.484
H -0.990 -1.120 -1.365
H -2.879 -1.158 0.808
H -1.083 -1.377 1.483
H -2.265 -0.279 2.362

Force components x, y, z for each atom (eV/Å):
-0.535 3.002 -0.269
1.484 -1.181 -0.265
0.570 0.602 0.122
-2.763 1.096 -2.613
0.369 -0.324 2.838
0.967 0.916 1.542
-0.536 -0.227 0.510
-0.398 -0.699 0.281
0.210 -1.257 -0.114
0.164 -0.876 0.691
0.676 0.081 1.605
0.533 -0.653 0.280
-0.068 0.163 -0.048
0.273 0.473 -0.927
0.130 -0.378 -0.944
0.165 -0.760 0.766
-1.571 0.634 -0.836
0.329 -0.612 -2.618

12.
This record from the Open Molecules 2025 dataset describes C6H11P in the gas phase. The level of theory is the ωB97M-V functional and the def2-TZVPD basis.

## Properties
SMILES ... C[C@@H]1C[C@]12C[C@@H]2P
Frontier orbital gap ... 10.15 eV
Relative energy (zero: lowest compared OMol25 entry of this formula, charge and spin) ... 198.0 kJ/mol
E_HOMO ... -9.04 eV

Geometry (Å):
C -1.453 1.125 -1.153
C -0.018 0.661 -0.971
C 0.398 -0.698 -1.504
C 0.218 -0.516 -0.014
C -0.621 -1.133 1.049
C 0.850 -0.827 1.330
P 1.342 0.502 2.430
H -2.105 0.410 -0.606
H -1.574 1.149 -2.246
H -1.699 2.124 -0.744
H 0.908 1.409 -0.892
H -0.278 -1.426 -2.073
H 1.417 -0.704 -1.721
H -1.033 -2.104 0.904
H -1.411 -0.566 1.629
H 1.636 -1.624 1.194
H 0.872 1.670 1.594
H 2.552 0.549 1.793

Force components x, y, z for each atom (eV/Å):
0.457 0.213 0.028
1.979 0.466 1.962
-1.685 -1.028 1.020
-1.150 0.958 -0.358
-0.811 0.959 0.508
0.177 -1.281 -2.280
-0.850 1.540 -0.087
0.159 0.295 -0.847
-0.799 -0.037 0.383
0.463 -0.447 -0.189
-2.383 -1.288 -0.550
0.950 1.401 0.794
1.492 -0.401 -0.970
0.384 -0.997 -0.099
1.212 -0.043 -0.759
-1.117 0.599 0.707
0.261 -1.231 0.879
1.261 0.323 -0.142